C4H6S in the gas phase at a distorted geometry. Source: the Open Molecules 2025 dataset; level of theory: ωB97M-V/def2-TZVPD.

Geometry as XYZ:
```
11
Properties=species:S:1:pos:R:3:forces:R:3:mulliken_charge:R:1
C 0.50520 -0.96439 1.06128 -0.29 -0.20 -1.43 -0.768
C -0.65891 0.03428 0.81446 2.26 0.28 -1.18 0.363
C -0.28154 0.98579 -0.33795 -3.14 0.62 1.03 -0.308
C 0.19656 0.63968 -1.51010 1.15 -1.61 -1.59 -0.516
H 1.25232 -0.69282 1.82954 -0.94 -0.20 0.15 0.287
H 1.10204 -0.85867 0.13738 -0.07 -0.23 0.43 0.200
H 0.19136 -2.03692 1.03419 0.10 0.94 0.79 0.268
H -0.95890 1.86966 -0.34668 1.00 -0.18 0.32 0.299
H 0.58472 -0.38480 -1.70539 -0.07 0.79 0.31 0.199
H 0.19279 1.23983 -2.43383 -0.17 0.08 0.86 0.246
S -2.12564 0.16836 1.45709 0.17 -0.31 0.31 -0.271
```
Positions in Å, forces in eV/Å.

Values from the calculation:
E_tot ... -554.12797 Eh
Relative energy (zero: lowest compared OMol25 entry of this formula, charge and spin) ... 27.7 kcal per mole
Maximum force ... 3.37 eV/Å
LUMO energy ... -0.01304 Eh
Structure (SMILES) ... C=CC(C)=S
Gap between HOMO and LUMO ... 8.358 eV

C17H28ClNO3 in the gas phase. Source: the Open Molecules 2025 dataset; level of theory: ωB97M-V/def2-TZVPD.

Geometry as XYZ:
```
50
Properties=species:S:1:pos:R:3:forces:R:3:mulliken_charge:R:1
C -3.72584 4.08078 0.02535 -0.12 -0.09 0.22 -1.270
C -3.68327 3.33149 1.35169 0.28 0.00 -0.12 -0.462
C -2.26603 2.89080 1.70402 -0.14 -0.16 0.37 -0.037
C -2.22964 2.12324 3.02476 -0.51 0.30 -0.30 -0.854
H -2.53370 2.77519 3.84858 0.00 -0.05 -0.10 0.430
H -2.90596 1.26444 2.98430 0.09 0.20 0.07 0.250
O -0.92011 1.71993 3.38355 0.29 -0.51 -0.02 -0.573
C -0.19055 0.91490 2.56420 0.11 0.11 0.02 0.126
C 1.19169 1.10774 2.60153 -0.34 -0.05 -0.01 0.573
C 2.07495 0.34406 1.85956 -0.10 -0.15 -0.10 -1.026
C 1.57988 -0.65384 1.04073 0.08 0.14 0.12 -0.203
C 0.20954 -0.87111 0.98968 -0.16 -0.01 0.08 -0.145
C -0.68343 -0.12064 1.74099 0.06 0.06 0.05 0.999
O -2.03315 -0.34333 1.75922 0.31 0.26 0.28 -0.505
C -2.62497 -1.18230 0.78684 -0.18 -0.16 -0.39 -0.573
C -2.65038 -0.55128 -0.60191 0.10 -0.06 0.40 -0.793
H -1.64042 -0.35870 -0.95617 0.06 0.01 -0.09 0.214
H -3.14726 -1.22048 -1.29868 -0.05 -0.07 -0.11 0.415
H -3.19286 0.39063 -0.57129 -0.06 0.10 -0.02 0.159
H -3.64674 -1.32418 1.15008 0.15 -0.07 -0.05 0.411
H -2.13149 -2.16095 0.76416 -0.06 0.07 0.06 0.374
H -0.14087 -1.66183 0.34751 -0.12 -0.06 -0.09 0.374
C 2.48544 -1.50162 0.18928 0.03 -0.06 0.02 -1.061
N 2.03299 -1.43347 -1.19363 -0.11 0.17 -0.20 -0.054
H 1.98249 -0.45087 -1.45295 0.03 -0.07 0.07 0.349
C 2.83255 -2.12432 -2.20979 0.02 -0.09 -0.45 1.529
C 4.12932 -1.37250 -2.54113 -0.30 -0.09 0.11 -1.634
H 4.71450 -1.19648 -1.64104 0.10 0.02 0.07 0.349
H 4.73376 -1.94926 -3.23600 0.13 -0.05 -0.10 0.423
H 3.89209 -0.41553 -3.00212 0.02 0.09 -0.04 0.423
C 3.14235 -3.55682 -1.77726 -0.15 0.35 -0.07 -2.099
H 3.89665 -3.57234 -0.99519 0.09 -0.07 0.09 0.411
H 3.51951 -4.12038 -2.62689 0.08 -0.08 -0.08 0.487
H 2.24150 -4.04361 -1.41222 -0.10 -0.11 0.06 0.425
C 1.94677 -2.18788 -3.47917 0.23 -0.41 0.31 -1.018
O 1.45732 -0.93610 -3.88960 -0.07 0.44 0.02 -0.554
H 0.84515 -0.62427 -3.21433 -0.07 -0.05 -0.05 0.301
H 2.53765 -2.56364 -4.31680 0.01 -0.06 0.04 0.422
H 1.11488 -2.88074 -3.29572 0.09 -0.01 0.03 0.373
H 2.41266 -2.54216 0.51914 0.11 0.06 0.00 0.369
H 3.52715 -1.17163 0.32609 -0.08 -0.08 0.03 0.325
H 3.13285 0.54142 1.92550 0.13 0.03 0.00 0.414
Cl 1.80468 2.36004 3.61591 0.18 0.17 0.11 -0.220
H -1.61200 3.76242 1.78111 0.06 0.01 -0.03 0.317
H -1.87455 2.25161 0.90925 0.04 0.00 -0.06 0.173
H -4.06998 3.97436 2.14522 -0.08 -0.03 0.06 0.365
H -4.32893 2.45174 1.29568 -0.07 -0.02 0.06 0.289
H -3.10466 4.97227 0.07174 0.06 0.11 -0.05 0.326
H -3.35830 3.45179 -0.78294 0.04 -0.04 -0.12 0.297
H -4.74324 4.38339 -0.21085 -0.07 0.07 -0.10 0.387
```
Positions in Å, forces in eV/Å.

Values from the calculation:
E_tot ... -1405.21914 Eh
Relative energy (zero: lowest compared OMol25 entry of this formula, charge and spin) ... 1.8 kcal per mole
Maximum force ... 0.66 eV/Å
LUMO energy ... 0.02280 Eh
Structure (SMILES) ... CCCCOc1c(Cl)cc(CNC(C)(C)CO)cc1OCC
Gap between HOMO and LUMO ... 8.886 eV

Question: Which of these has the lowest relative energy (zero: lowest compared OMol25 entry of this formula, charge and spin)?
Answer: C17H28ClNO3